No. 1
Below is 2 unconnected molecules or ions with the total composition C3H9N4, with properties calculated with ωB97M-V/def2-TZVPD.

Each line ends with the Mulliken charge.
Element x y z (Å)
C (2.86, -0.30, 0.32)  -0.022
C (-1.54, -1.09, 0.69)  -0.765
C (-0.13, 0.22, -0.83)  -0.106
N (-0.16, 2.45, -0.19)  -0.595
N (1.89, -0.68, -0.15)  -0.396
N (-0.43, 1.16, -0.03)  -0.052
N (-0.49, -1.16, -0.32)  -0.055
H (3.73, -0.17, 0.99)  0.334
H (0.12, 2.82, -1.11)  0.243
H (-1.14, -1.26, 1.75)  0.273
H (-1.98, -0.14, 0.59)  0.336
H (-2.28, -1.89, 0.63)  0.357
H (0.29, 0.18, -1.86)  0.411
H (-0.55, 3.07, 0.57)  0.256
H (0.40, -1.34, 0.07)  0.358
H (-0.60, -1.86, -1.13)  0.423

HOMO-LUMO gap (eV): 10.01
Total energy (hartree): -338.377236
HOMO energy (hartree): -0.480
Net charge: +1
Energy relative to the best compared isomer or geometry (same formula, charge and spin) (eV): 3.908

=====

No. 2
Below is a molecular structure, C4H7N4, with properties calculated with ωB97M-V/def2-TZVPD.

Each line ends with the Mulliken charge.
Element x y z (Å)
C (-1.83, -0.35, -0.12)  0.133
C (0.15, -1.79, 0.04)  -0.184
C (-0.52, -0.49, 0.07)  0.034
C (0.24, 0.74, 0.07)  0.523
N (-2.98, -0.34, 0.07)  -0.206
N (1.45, -1.81, 0.10)  -0.414
N (-0.54, 1.91, 0.16)  -0.437
N (1.58, 0.61, -0.06)  -0.462
H (-0.56, -2.60, -0.16)  0.364
H (-3.83, 0.11, -0.20)  0.319
H (1.91, -2.59, -0.21)  0.222
H (-1.56, 1.93, 0.44)  0.229
H (-0.07, 2.69, -0.19)  0.233
H (1.71, -0.62, -0.06)  0.465
H (2.22, 1.38, -0.06)  0.181

HOMO-LUMO gap (eV): 9.39
Total energy (hartree): -375.338901
HOMO energy (hartree): -0.501
Net charge: +1
Energy relative to the best compared isomer or geometry (same formula, charge and spin) (eV): 1.731

=====

No. 3
Below is a molecular structure, C14H34CdF6N2O4PS, with properties calculated with ωB97M-V/def2-TZVPD.

Each line ends with the Mulliken charge.
Element x y z (Å)
Cd (-0.09, 0.38, 0.23)  2.590
P (-1.33, 0.99, 2.80)  1.420
F (0.22, 0.48, 2.50)  -0.500
F (-0.85, 2.19, 3.70)  -0.359
F (-1.10, 1.93, 1.45)  -0.452
F (-2.86, 1.41, 2.91)  -0.391
F (-1.74, -0.22, 1.73)  -0.560
F (-1.45, -0.01, 4.03)  -0.390
C (3.47, -0.74, 0.11)  -1.279
C (2.95, 0.52, 0.79)  -0.841
N (1.87, 1.30, 0.10)  1.111
C (2.43, 1.67, -1.25)  -0.790
C (3.76, 2.42, -1.32)  -1.566
C (1.81, 2.58, 0.87)  -0.837
C (0.91, 3.66, 0.25)  -1.298
H (2.75, -1.44, -0.30)  0.147
H (4.16, -1.27, 0.77)  0.446
H (4.11, -0.49, -0.74)  0.334
H (2.48, 0.22, 1.73)  0.352
H (3.80, 1.12, 1.10)  0.613
H (2.50, 0.74, -1.80)  0.332
H (1.73, 2.31, -1.80)  0.439
H (4.16, 2.41, -2.33)  0.453
H (3.67, 3.47, -1.04)  0.293
H (4.53, 1.93, -0.73)  0.324
H (2.81, 3.01, 0.97)  0.696
H (1.59, 2.46, 1.93)  0.595
H (1.44, 4.32, -0.45)  0.336
H (0.46, 4.25, 1.04)  0.364
H (0.09, 3.24, -0.33)  0.097
C (-2.82, -1.68, -2.53)  -1.590
C (-1.96, -1.29, -1.32)  -0.823
N (-1.25, 0.00, -1.47)  1.497
C (-0.37, -0.03, -2.65)  -0.947
C (0.68, -1.17, -2.67)  -1.348
C (-2.18, 1.15, -1.66)  -0.738
C (-3.42, 1.17, -0.79)  -1.312
H (-2.18, -2.02, -3.35)  0.317
H (-3.50, -0.90, -2.85)  0.284
H (-3.35, -2.60, -2.27)  0.467
H (-2.58, -1.25, -0.43)  0.477
H (-1.28, -2.13, -1.21)  0.221
H (-0.86, -0.13, -3.62)  0.442
H (0.16, 0.91, -2.76)  0.711
H (0.99, -1.44, -1.65)  0.050
H (0.26, -2.07, -3.10)  0.348
H (1.58, -0.87, -3.20)  0.388
H (-2.47, 1.17, -2.72)  0.439
H (-1.65, 2.10, -1.58)  0.416
H (-4.18, 0.42, -1.00)  0.315
H (-3.92, 2.14, -0.83)  0.422
H (-3.26, 1.08, 0.29)  0.129
C (-1.91, -4.02, 2.33)  -0.438
C (-1.27, -3.29, 3.52)  -0.334
O (-0.15, -2.57, 3.00)  -0.308
S (0.10, -2.92, 1.46)  1.124
O (0.93, -4.07, 1.32)  -0.613
O (0.48, -1.70, 0.78)  -1.188
O (-1.45, -3.29, 1.18)  -0.323
H (-3.00, -3.98, 2.30)  0.349
H (-1.63, -5.07, 2.24)  0.326
H (-0.91, -3.96, 4.32)  0.329
H (-1.88, -2.55, 4.03)  0.230

HOMO-LUMO gap (eV): 11.50
Total energy (hartree): -2470.759935
HOMO energy (hartree): -0.496
Net charge: +1

=====

No. 4
Below is a molecular structure, C3H10N3O2P, with properties calculated with ωB97M-V/def2-TZVPD.

Each line ends with the Mulliken charge.
Element x y z (Å)
C (-1.30, 1.26, -0.66)  0.340
C (1.00, 0.13, -0.10)  -0.474
C (-0.55, 0.15, -0.06)  0.531
N (1.53, 0.96, 1.02)  -0.672
N (-0.71, -1.35, -1.14)  -0.737
N (-1.05, -0.23, 1.21)  -0.627
O (-1.55, 2.32, 0.24)  -0.473
O (-1.58, 1.35, -1.84)  -0.529
P (1.39, -1.71, -0.20)  0.047
H (1.26, 0.58, -1.08)  0.378
H (2.50, 0.61, 1.25)  0.335
H (1.10, 0.62, 1.88)  0.297
H (-0.83, -0.89, -2.02)  0.283
H (-1.71, -1.58, -0.97)  0.263
H (-2.06, -0.24, 1.38)  0.262
H (-1.10, 2.13, 1.03)  0.392
H (-0.85, -1.27, 1.38)  0.355
H (1.69, -1.65, -1.56)  0.034
H (2.82, -1.17, 0.22)  -0.006

HOMO-LUMO gap (eV): 9.51
Total energy (hartree): -776.326010
HOMO energy (hartree): -0.333
Net charge: 0
Energy relative to the best compared isomer or geometry (same formula, charge and spin) (eV): 3.951

=====

No. 5
Below is C5H7NO in the gas phase, with properties calculated with ωB97M-V/def2-TZVPD.

Each line ends with the Mulliken charge.
Element x y z (Å)
C (1.06, -0.36, -1.65)  -1.149
C (0.55, 0.03, -0.31)  0.124
C (-0.68, -0.03, 0.27)  0.867
N (-1.87, -0.56, -0.28)  -0.599
C (-0.55, 0.61, 1.55)  -0.520
C (0.74, 0.99, 1.65)  -0.475
O (1.43, 0.66, 0.54)  -0.383
H (0.25, -0.83, -2.23)  0.278
H (1.39, 0.52, -2.21)  0.278
H (1.90, -1.06, -1.61)  0.292
H (-2.50, -0.87, 0.45)  0.252
H (-1.69, -1.35, -0.89)  0.234
H (-1.33, 0.76, 2.29)  0.356
H (1.30, 1.49, 2.43)  0.443

HOMO-LUMO gap (eV): 8.84
Total energy (hartree): -324.697685
SMILES string: Cc1occc1N
HOMO energy (hartree): -0.286
Net charge: 0
Energy relative to the best compared isomer or geometry (same formula, charge and spin) (eV): 0.729

=====

No. 6
Below is C5H9NO in the gas phase, with properties calculated with ωB97M-V/def2-TZVPD.

Each line ends with the Mulliken charge.
Element x y z (Å)
O (-2.60, -0.76, 0.46)  -0.526
C (-1.36, -0.54, -0.12)  -0.041
C (-0.84, 0.88, -0.05)  -0.710
C (0.57, 0.35, 0.01)  0.710
C (1.58, 0.60, -1.03)  -0.613
N (1.72, 1.16, 0.32)  -0.690
C (0.16, -1.00, 0.54)  -0.788
H (-2.69, -0.13, 1.19)  0.322
H (-1.05, -1.28, -0.81)  0.359
H (-1.10, 1.26, 0.96)  0.249
H (-1.08, 1.66, -0.78)  0.305
H (1.37, 1.35, -1.80)  0.247
H (2.23, -0.21, -1.35)  0.255
H (2.39, 0.60, 0.85)  0.272
H (0.80, -1.85, 0.18)  0.346
H (0.01, -1.10, 1.61)  0.304

HOMO-LUMO gap (eV): 9.91
Total energy (hartree): -325.793346
SMILES string: O[C@H]1C[C@]2(CN2)C1
HOMO energy (hartree): -0.330
Net charge: 0
Energy relative to the best compared isomer or geometry (same formula, charge and spin) (eV): 3.924

=====

What is the HOMO-LUMO gap in the third record? 11.50 eV

=====

Among the records above, which one has the highest total energy? C5H7NO

=====

Which of these has the highest HOMO energy? C5H7NO

=====

What is the formula in the sixth record? C5H9NO